[1]
{"formula": "C41H59As4N6Y", "method": "ωB97M-V with the def2-TZVPD basis set", "elements": ["Y", "N", "C", "N", "C", "N", "C", "C", "N", "C", "C", "N", "H", "H", "H", "H", "H", "C", "As", "C", "C", "C", "C", "C", "As", "C", "C", "C", "As", "C", "C", "H", "H", "H", "H", "H", "H", "H", "H", "H", "H", "H", "H", "H", "H", "H", "H", "H", "H", "H", "H", "H", "H", "H", "H", "H", "H", "H", "C", "C", "C", "C", "C", "C", "As", "N", "C", "C", "C", "C", "C", "C", "C", "C", "C", "C", "C", "C", "C", "C", "C", "C", "C", "C", "H", "H", "H", "H", "H", "H", "H", "H", "H", "H", "H", "H", "H", "H", "H", "H", "H", "H", "H", "H", "H", "H", "H", "H", "H", "H", "H"], "coordinates": [[0.110, 0.884, -0.045], [4.646, -0.762, 0.170], [3.778, 0.107, -0.341], [2.560, -0.405, -0.281], [2.775, -1.663, 0.230], [4.031, -1.890, 0.537], [1.870, -2.807, 0.117], [2.153, -3.996, 0.798], [1.629, -5.147, 0.414], [0.835, -5.128, -0.651], [0.449, -3.930, -1.236], [0.950, -2.760, -0.847], [5.647, -0.683, 0.272], [4.055, 1.060, -0.753], [2.823, -4.000, 1.649], [0.487, -6.082, -1.027], [-0.268, -3.913, -2.047], [-3.731, 3.353, -0.755], [-2.597, 2.290, 0.436], [-2.441, 3.612, 1.867], [-3.953, 1.236, 1.406], [-4.620, 0.027, 0.735], [-4.863, 0.270, -0.757], [-3.778, -1.227, 0.960], [-1.885, -1.392, 0.400], [-1.707, -3.088, 1.378], [-2.165, -1.935, -1.464], [-5.978, -0.203, 1.432], [-5.911, -0.387, 3.424], [-6.326, 1.465, 3.943], [-7.742, -1.054, 3.582], [-4.739, 3.377, -0.345], [-3.756, 2.950, -1.764], [-3.328, 4.364, -0.790], [-3.432, 4.030, 2.039], [-1.765, 4.415, 1.586], [-2.086, 3.142, 2.784], [-4.719, 1.971, 1.665], [-3.491, 0.909, 2.344], [-3.928, 0.521, -1.268], [-5.557, 1.098, -0.905], [-5.292, -0.613, -1.233], [-4.255, -2.091, 0.486], [-3.763, -1.418, 2.035], [-2.000, -3.912, 0.732], [-2.393, -3.041, 2.220], [-0.707, -3.265, 1.765], [-2.750, -2.854, -1.492], [-1.220, -2.080, -1.984], [-2.729, -1.160, -1.980], [-6.430, -1.124, 1.054], [-6.657, 0.618, 1.184], [-5.440, 2.097, 3.984], [-6.758, 1.436, 4.943], [-7.059, 1.911, 3.269], [-7.830, -2.034, 3.116], [-8.437, -0.365, 3.101], [-8.015, -1.153, 4.631], [4.772, 5.341, 5.311], [4.197, 4.690, 4.087], [4.922, 4.602, 2.907], [4.375, 4.059, 1.754], [5.230, 3.901, 0.522], [3.034, 3.642, 1.761], [2.352, 2.941, 0.047], [0.449, 2.948, 0.078], [-0.206, 3.868, -0.771], [-0.285, 5.220, -0.425], [-0.848, 6.143, -1.289], [-1.337, 5.740, -2.526], [-1.307, 4.397, -2.868], [-0.771, 3.471, -1.987], [2.632, 4.235, -1.417], [2.806, 5.621, -1.291], [2.876, 6.361, 0.018], [2.944, 6.385, -2.448], [2.897, 5.831, -3.716], [3.034, 6.675, -4.949], [2.708, 4.458, -3.818], [2.575, 3.654, -2.699], [2.428, 2.169, -2.949], [2.338, 3.585, 2.982], [0.993, 2.919, 3.131], [2.926, 4.129, 4.116], [5.808, 5.636, 5.158], [4.724, 4.668, 6.168], [4.198, 6.234, 5.566], [5.943, 4.966, 2.885], [6.236, 4.278, 0.695], [4.810, 4.426, -0.337], [5.311, 2.841, 0.258], [0.128, 5.538, 0.525], [-0.905, 7.184, -0.997], [-1.740, 6.465, -3.219], [-1.699, 4.075, -3.824], [-0.736, 2.414, -2.272], [2.418, 5.810, 0.830], [2.386, 7.330, -0.074], [3.916, 6.554, 0.291], [3.089, 7.455, -2.347], [3.250, 7.712, -4.700], [2.115, 6.648, -5.537], [3.835, 6.295, -5.584], [2.674, 4.002, -4.803], [2.036, 2.000, -3.952], [1.757, 1.666, -2.244], [3.401, 1.677, -2.893], [1.054, 1.861, 2.819], [0.247, 3.408, 2.515], [0.666, 2.944, 4.169], [2.378, 4.114, 5.052]], "forces_ev_per_angstrom": [[1.207, -0.051, 0.006], [-0.076, 0.169, -0.096], [0.233, -0.034, 0.219], [-0.813, -0.209, -0.004], [0.414, 0.212, -0.078], [-0.107, -0.221, 0.024], [-0.183, -0.462, 0.026], [-0.109, 0.211, -0.057], [0.061, -0.133, 0.040], [-0.066, 0.108, 0.111], [-0.158, -0.005, 0.020], [0.171, 0.069, -0.010], [0.019, 0.063, -0.035], [0.007, 0.001, 0.130], [0.045, -0.025, -0.024], [-0.053, 0.025, -0.002], [0.017, -0.083, 0.010], [0.154, -0.084, -0.071], [-0.599, -0.163, 0.442], [0.198, -0.006, -0.031], [-0.054, 0.026, -0.136], [0.049, 0.110, -0.128], [0.015, 0.016, 0.166], [0.079, 0.119, 0.007], [-0.767, -0.297, 0.170], [0.322, 0.061, -0.081], [0.094, 0.087, -0.066], [0.086, -0.015, 0.138], [-0.085, 0.052, -0.133], [-0.044, -0.004, -0.001], [-0.087, -0.010, -0.008], [0.024, -0.016, 0.058], [-0.007, -0.023, 0.020], [0.054, -0.027, 0.003], [-0.026, -0.046, -0.008], [0.014, -0.050, -0.030], [-0.019, -0.015, -0.008], [0.024, 0.028, 0.022], [-0.008, 0.122, 0.034], [-0.044, -0.026, -0.103], [0.010, 0.007, -0.034], [0.011, -0.004, -0.010], [0.002, -0.010, 0.017], [0.103, -0.056, -0.014], [0.001, -0.003, -0.058], [0.025, 0.022, 0.000], [0.098, 0.011, -0.116], [0.019, -0.021, 0.031], [-0.079, 0.028, 0.077], [-0.030, 0.011, 0.043], [-0.014, 0.002, 0.003], [-0.010, -0.006, 0.000], [0.043, -0.060, -0.027], [0.015, -0.013, 0.001], [0.005, -0.029, -0.019], [0.045, -0.002, -0.002], [-0.005, -0.014, -0.012], [0.058, 0.024, 0.014], [-0.036, -0.028, 0.020], [0.065, 0.031, 0.035], [0.024, 0.003, 0.070], [-0.216, -0.042, -0.203], [-0.054, 0.148, 0.096], [0.000, -0.115, -0.018], [-0.299, 0.620, 0.396], [0.027, -0.263, -0.678], [-0.121, 0.809, 0.218], [-0.045, -0.105, -0.059], [-0.054, 0.031, 0.042], [-0.039, 0.003, -0.024], [-0.095, -0.034, -0.093], [0.417, -0.080, 0.195], [-0.054, -0.271, 0.049], [-0.042, -0.052, 0.124], [-0.022, -0.026, -0.089], [-0.013, -0.033, -0.062], [0.020, 0.022, -0.007], [-0.006, -0.020, -0.010], [-0.027, 0.008, -0.013], [0.024, -0.052, 0.039], [0.070, 0.185, -0.102], [-0.021, -0.017, -0.208], [0.101, 0.136, -0.107], [0.033, -0.014, -0.087], [0.005, -0.004, 0.010], [0.021, 0.013, 0.009], [0.025, 0.009, 0.012], [0.009, -0.018, -0.014], [0.021, -0.033, -0.007], [0.176, -0.046, 0.030], [0.072, 0.007, -0.057], [0.019, 0.013, 0.008], [0.052, 0.001, -0.040], [-0.024, 0.001, 0.026], [0.003, -0.024, 0.017], [0.021, 0.067, -0.157], [-0.033, 0.043, 0.111], [-0.010, -0.018, -0.009], [-0.011, -0.018, 0.052], [-0.018, -0.001, 0.027], [0.012, 0.000, -0.013], [0.007, 0.008, 0.006], [0.007, 0.035, -0.010], [-0.031, -0.001, 0.009], [0.000, -0.032, 0.013], [0.002, -0.009, -0.015], [-0.071, -0.119, 0.041], [-0.048, 0.050, 0.058], [-0.145, -0.020, -0.040], [0.030, -0.086, -0.012], [-0.010, -0.018, -0.008]], "lowdin_charge": [1.280, 0.070, -0.202, 0.035, -0.316, 0.151, -0.234, -0.064, 0.117, -0.085, -0.124, 0.103, 0.179, 0.066, 0.125, 0.122, 0.104, -0.255, 1.110, -0.262, -0.376, -0.693, -0.072, -0.367, 1.060, -0.270, -0.303, -0.353, 1.118, -0.340, -0.339, 0.044, 0.031, 0.032, 0.048, 0.013, 0.030, 0.067, 0.069, 0.040, 0.089, 0.099, 0.097, 0.024, 0.042, 0.031, 0.015, 0.049, -0.011, 0.013, 0.083, 0.085, 0.003, 0.025, 0.030, 0.022, 0.032, 0.025, -0.033, -0.247, 0.002, -0.302, -0.053, -0.299, 1.329, -0.458, -0.491, -0.062, -0.051, -0.067, -0.079, -0.131, -0.279, -0.274, -0.040, 0.006, -0.243, -0.030, -0.005, -0.282, -0.073, -0.272, -0.067, -0.004, 0.081, 0.089, 0.092, 0.125, 0.093, 0.056, 0.066, 0.114, 0.118, 0.114, 0.118, 0.085, 0.051, 0.093, 0.097, 0.129, 0.082, 0.090, 0.091, 0.128, 0.090, -0.001, 0.085, 0.062, 0.029, 0.087, 0.126], "fmax_ev_per_a": 1.209, "lumo_ev": -6.124, "charge": 2, "homo_lumo_gap_ev": 6.43}

***

[2]
{"formula": "C41H59BN16O5", "method": "ωB97M-V with the def2-TZVPD basis set", "elements": ["C", "O", "B", "O", "C", "C", "N", "C", "C", "C", "C", "C", "C", "O", "C", "O", "C", "C", "O", "C", "N", "H", "H", "H", "H", "H", "H", "H", "H", "H", "H", "H", "H", "H", "H", "H", "H", "H", "C", "C", "N", "H", "H", "H", "C", "C", "N", "H", "H", "H", "C", "C", "N", "H", "H", "H", "C", "C", "N", "H", "H", "H", "C", "C", "N", "H", "H", "H", "C", "C", "N", "H", "H", "H", "C", "C", "N", "H", "H", "H", "C", "C", "N", "H", "H", "H", "C", "C", "N", "H", "H", "H", "C", "C", "N", "H", "H", "H", "C", "C", "N", "H", "H", "H", "C", "C", "N", "H", "H", "H", "C", "C", "N", "H", "H", "H", "C", "C", "N", "H", "H", "H"], "coordinates": [[-0.699, -0.042, 2.910], [-1.389, -1.326, 3.083], [-1.649, -1.848, 1.785], [-0.739, -2.750, 1.165], [-2.979, -1.388, 0.958], [-3.830, -2.398, 0.238], [-4.945, -2.144, -0.517], [-5.210, -0.773, -0.483], [-6.420, -0.287, -1.261], [-6.857, 1.107, -1.301], [-6.064, 2.151, -0.558], [-4.867, 1.715, 0.192], [-3.943, 2.747, 0.957], [-3.119, 3.520, 0.070], [-2.122, 2.723, -0.528], [-0.900, 2.627, 0.218], [0.113, 2.093, -0.652], [-0.049, 0.544, -0.895], [-0.752, 0.245, -2.142], [-4.427, 0.257, 0.239], [-3.273, -0.045, 0.960], [0.428, -0.165, 2.964], [-1.069, 0.694, 3.667], [-0.909, 0.405, 1.891], [-0.683, -2.474, 0.224], [-3.521, -3.482, 0.327], [-7.022, -1.030, -1.841], [-7.766, 1.377, -1.910], [-6.313, 3.243, -0.536], [-3.342, 2.254, 1.772], [-4.652, 3.466, 1.475], [-2.451, 1.677, -0.788], [-1.858, 3.229, -1.516], [1.119, 2.253, -0.170], [0.140, 2.592, -1.664], [-0.645, 0.019, -0.085], [0.946, 0.014, -0.977], [-0.846, -0.729, -2.172], [-4.296, 0.995, 5.868], [-3.470, 0.367, 4.802], [-2.824, -0.122, 3.975], [-4.655, 1.969, 5.536], [-5.151, 0.358, 6.096], [-3.699, 1.125, 6.770], [3.696, -1.851, -2.738], [2.357, -2.130, -2.155], [1.320, -2.346, -1.702], [4.314, -2.749, -2.697], [3.590, -1.539, -3.776], [4.183, -1.060, -2.179], [7.088, 0.650, -0.769], [6.577, -0.076, -1.960], [6.181, -0.638, -2.885], [7.536, 1.603, -1.079], [6.269, 0.848, -0.077], [7.844, 0.049, -0.264], [9.750, 2.685, -3.684], [9.249, 2.804, -2.288], [8.858, 2.896, -1.208], [8.927, 2.460, -4.349], [10.213, 3.623, -3.991], [10.487, 1.886, -3.746], [-8.675, -1.951, -4.803], [-9.220, -1.921, -3.421], [-9.653, -1.899, -2.342], [-9.466, -2.199, -5.509], [-8.263, -0.974, -5.059], [-7.887, -2.698, -4.876], [-6.820, -6.430, -5.281], [-7.596, -5.385, -5.997], [-8.197, -4.574, -6.549], [-7.388, -7.360, -5.256], [-5.873, -6.603, -5.792], [-6.620, -6.108, -4.259], [-2.647, 3.739, 9.062], [-3.255, 4.183, 7.781], [-3.727, 4.539, 6.786], [-3.151, 2.842, 9.422], [-1.590, 3.517, 8.913], [-2.743, 4.526, 9.810], [0.794, 1.303, 9.629], [-0.523, 0.877, 10.174], [-1.544, 0.549, 10.595], [1.492, 0.468, 9.653], [0.677, 1.639, 8.599], [1.195, 2.119, 10.225], [-1.908, -1.595, -5.121], [-2.842, -2.676, -5.533], [-3.564, -3.513, -5.852], [-1.493, -1.107, -6.002], [-2.440, -0.854, -4.522], [-1.094, -2.013, -4.528], [5.103, 1.025, 11.085], [4.154, 1.884, 10.331], [3.420, 2.551, 9.746], [5.907, 0.694, 10.428], [5.534, 1.587, 11.913], [4.581, 0.153, 11.480], [8.097, -3.563, -4.940], [6.903, -3.789, -4.086], [5.979, -3.963, -3.424], [8.212, -2.498, -5.139], [8.989, -3.930, -4.433], [7.981, -4.093, -5.885], [8.936, 3.659, -7.576], [9.228, 2.474, -6.729], [9.454, 1.556, -6.071], [9.663, 4.446, -7.376], [8.990, 3.383, -8.629], [7.936, 4.033, -7.357], [-7.381, -4.452, -10.171], [-7.548, -3.430, -11.236], [-7.677, -2.638, -12.061], [-7.988, -5.328, -10.399], [-6.335, -4.751, -10.104], [-7.696, -4.043, -9.210], [7.839, 3.189, 8.613], [8.210, 1.994, 9.415], [8.511, 1.064, 10.036], [8.496, 4.022, 8.865], [7.938, 2.967, 7.550], [6.807, 3.472, 8.824]], "forces_ev_per_angstrom": [[1.038, 0.081, -0.838], [2.834, -1.544, -3.573], [0.960, -0.083, 0.774], [-1.081, 1.819, 0.122], [-1.137, 0.635, -0.640], [-0.212, 0.395, -0.224], [2.767, 2.101, 2.367], [-1.821, 1.685, -0.970], [0.324, 1.992, 0.573], [2.169, -1.316, 1.063], [2.028, -2.721, 0.944], [-1.076, -0.555, -1.111], [-1.675, -0.108, 0.641], [0.698, -1.429, 0.279], [0.232, 0.211, -1.820], [0.051, 0.102, -0.829], [0.339, -1.105, 0.075], [0.061, -0.955, -0.191], [0.118, -0.070, 0.476], [-0.877, 0.720, -0.536], [-1.512, -2.742, -1.380], [-1.273, -0.114, 0.138], [0.669, -0.872, -0.764], [0.041, -0.348, 1.162], [-0.004, -0.839, 0.488], [-0.361, 1.356, -0.174], [0.727, 0.635, 0.794], [1.158, -0.302, 0.858], [0.103, -1.289, -0.162], [-0.517, 0.286, -1.037], [0.984, -0.592, -0.726], [-0.058, 1.010, 0.444], [-0.423, -0.417, 1.111], [-1.183, -0.042, -0.256], [-0.202, -0.294, 0.922], [0.821, 1.036, -0.515], [-0.863, 0.863, 0.351], [0.215, 0.759, 0.031], [0.357, -0.325, -0.471], [-0.215, -0.021, 0.276], [-4.165, 2.453, 2.409], [0.083, -0.043, 0.013], [0.074, 0.010, -0.028], [-0.027, -0.009, -0.065], [-1.063, -0.339, 0.440], [0.343, -0.014, -0.260], [0.196, 0.116, -0.167], [-0.123, 0.163, 0.010], [-0.006, 0.000, 0.086], [-0.258, -0.093, -0.006], [-0.463, -0.331, -0.585], [0.238, 0.157, 0.339], [0.700, 0.515, 0.261], [-0.424, -0.638, 0.248], [0.003, -0.080, -0.068], [-0.039, 0.017, -0.074], [-0.244, 0.320, 1.386], [0.399, 0.235, -0.276], [0.621, 0.430, -0.678], [-0.039, 0.014, 0.430], [-0.027, -0.026, 0.087], [-0.125, 0.025, 0.003], [-0.228, 0.127, 0.685], [-0.405, 0.036, 0.862], [0.705, -0.022, -1.685], [0.069, -0.049, 0.075], [-0.039, -0.035, 0.077], [-0.095, 0.057, 0.010], [-0.323, 0.431, -0.308], [0.249, -0.326, 0.198], [0.238, -0.381, 0.110], [-0.017, 0.094, -0.023], [-0.062, 0.094, 0.016], [-0.022, 0.033, -0.085], [-0.317, 0.162, -0.568], [-0.121, 0.190, -0.285], [0.468, -0.437, 1.011], [0.061, 0.038, -0.026], [-0.079, 0.018, -0.026], [-0.016, -0.026, -0.085], [-0.875, -0.242, 0.332], [0.353, 0.046, -0.212], [0.344, 0.191, -0.167], [-0.078, 0.051, 0.004], [0.017, -0.029, 0.067], [-0.094, -0.087, -0.057], [-0.442, -0.480, -0.145], [0.260, 0.298, 0.120], [0.248, 0.295, 0.124], [-0.051, -0.057, 0.040], [0.014, -0.058, -0.034], [-0.059, -0.018, -0.048], [-0.428, 0.338, -0.345], [0.325, -0.199, 0.227], [0.565, -0.176, 0.206], [-0.053, 0.027, 0.051], [-0.045, -0.004, -0.073], [-0.009, 0.076, -0.041], [-0.525, -0.058, 0.373], [0.396, 0.076, -0.279], [0.412, -0.116, -0.256], [-0.066, -0.048, 0.060], [-0.088, 0.007, -0.001], [-0.031, 0.014, 0.081], [0.123, -0.501, 0.400], [-0.040, 0.136, -0.543], [-0.092, 0.152, -1.141], [-0.027, -0.076, 0.009], [0.006, -0.029, 0.088], [0.058, -0.060, 0.012], [-0.083, 0.490, -0.437], [0.058, -0.319, 0.303], [0.048, -0.280, 0.290], [0.016, 0.084, -0.017], [-0.057, 0.059, -0.033], [0.009, -0.027, -0.057], [0.138, -0.522, 0.357], [0.225, -0.333, 0.202], [-0.430, 1.055, -0.690], [-0.022, -0.088, 0.020], [0.000, -0.030, 0.086], [0.054, -0.045, -0.001]], "lowdin_charge": [-0.089, -0.105, -0.532, 0.115, -0.082, -0.050, 0.105, -0.185, -0.008, -0.060, -0.005, -0.084, -0.159, -0.090, -0.249, -0.120, -0.174, -0.205, -0.123, -0.136, 0.151, 0.106, 0.077, 0.063, 0.074, 0.123, 0.073, 0.098, 0.109, 0.120, 0.133, 0.123, 0.148, 0.130, 0.129, 0.094, 0.094, 0.058, -0.054, -0.143, 0.145, 0.067, 0.078, 0.066, -0.097, -0.228, 0.139, 0.023, 0.083, 0.031, -0.066, -0.226, 0.132, -0.003, 0.084, 0.086, -0.087, -0.215, 0.124, 0.028, 0.085, 0.080, -0.083, -0.271, 0.119, 0.071, 0.078, 0.046, -0.054, -0.239, 0.136, 0.079, 0.081, 0.084, -0.069, -0.267, 0.123, 0.069, 0.065, 0.081, -0.100, -0.273, 0.118, 0.071, 0.080, 0.044, -0.063, -0.269, 0.107, 0.081, 0.078, 0.073, -0.056, -0.244, 0.130, 0.050, 0.085, 0.082, -0.060, -0.251, 0.138, 0.076, 0.079, 0.078, -0.046, -0.239, 0.130, 0.082, 0.083, 0.084, -0.074, -0.276, 0.111, 0.077, 0.077, 0.050, -0.059, -0.268, 0.124, 0.081, 0.082, 0.072], "fmax_ev_per_a": 5.401, "lumo_ev": -0.256, "homo_lumo_gap_ev": 8.04}

***

| no. | electronic energy (eV) |
| --- | --- |
| 1 | -296799.2008 |
| 2 | -78221.4144 |